Entry from OMol25: a molecular structure, C17H26Br27O5PS in a non-equilibrium geometry (the ωB97M-V functional and the def2-TZVPD basis).

Last column: Mulliken charge in e.
Positions of all 77 atoms, in Å:
Br  1.2352  -4.7062  6.8346  0.0220
Br  -0.9253  1.8376  -0.2434  0.0001
Br  -5.1477  2.3604  -5.2644  0.0351
H  -1.5771  -1.0183  -6.3335  -0.1664
C  3.2400  -0.4490  -1.8413  0.7524
H  -1.0036  -2.2505  6.6728  -0.3275
C  0.8155  2.5871  -4.9930  -0.0435
Br  -2.0990  -3.1190  -7.5169  -0.0255
Br  -10.8050  1.8657  1.5858  -0.0459
C  -1.8532  -2.2821  6.0071  0.3790
Br  4.8687  9.2415  -7.2285  -0.0382
H  0.0101  -2.2085  -3.0209  0.2884
Br  1.6930  3.5664  -0.6071  -0.0335
P  1.6327  -2.3574  1.6170  0.0758
C  -2.5035  -1.4225  -6.7123  0.2045
C  0.3205  -1.2310  2.2434  -0.0795
H  0.0814  -1.3221  3.2840  -0.0769
H  4.4411  7.5315  -5.5029  0.3506
H  0.1676  0.8820  2.3616  0.3404
C  3.9545  -1.9393  2.9670  -1.2169
Br  3.6375  6.3297  -7.5015  -0.0539
S  1.3020  -4.0412  -0.6018  0.4268
C  0.8780  -0.6825  -1.8138  1.1342
C  2.7509  -2.8949  2.9664  0.1314
Br  -3.6897  -1.6154  -5.2147  -0.0137
H  4.8627  -2.4807  2.7671  0.3116
Br  -1.3923  -3.4561  4.5631  -0.0149
Br  1.8365  3.9519  -5.8808  0.0443
H  4.0328  -1.4314  3.9116  0.3402
C  -0.1343  3.5723  -0.0239  -0.3218
O  2.0209  0.0017  -2.3098  -0.1505
O  3.5270  -0.3609  -0.6815  -0.4975
Br  -3.1740  -0.1692  -8.0039  -0.0311
C  1.9721  -5.7228  5.3861  0.1091
H  5.1446  -0.8567  -2.5913  0.3947
Br  -10.2985  3.3685  -1.1642  -0.0400
C  -0.1269  0.0602  9.0319  -0.2948
C  -5.2433  3.3995  -3.6557  -0.3759
Br  -6.9870  3.3192  -2.8551  0.0110
Br  -0.7008  -0.6898  10.7005  0.0040
H  -1.0122  0.3143  8.4679  0.2692
Br  -3.3419  -2.9414  7.0216  -0.0345
C  -9.6156  2.0879  0.0959  -0.2967
H  -0.6775  4.2540  -0.6601  0.4111
H  3.9448  -0.4668  -3.8292  0.3203
H  3.1147  -3.8894  2.7826  0.3366
H  1.6132  -5.2835  4.4662  -0.1163
Br  2.1811  8.4977  -5.7040  0.0014
H  -5.0621  4.4280  -3.9258  0.3400
O  0.2815  -2.8949  -1.1414  -0.3640
C  0.8671  0.1637  1.9633  -0.7865
Br  -0.3130  4.2024  1.7818  -0.0496
H  0.9204  0.2699  0.8978  0.0059
C  4.1224  -0.9824  -2.9011  -1.2205
H  3.8526  -1.2063  2.1873  0.2608
Br  0.8549  -1.2262  7.9880  0.0536
H  0.0289  -0.1430  -2.1935  0.5319
Br  -2.1474  -0.4816  5.4005  -0.0423
O  2.6038  -3.5449  -0.8641  -0.4458
H  -0.5707  -1.3793  1.6547  0.3843
H  0.8264  -0.6283  -0.7369  -1.2226
Br  -9.2186  0.4137  -0.7536  0.0174
Br  0.8822  1.6717  9.2759  -0.0200
C  0.7581  -2.1312  -2.2504  -0.8107
O  0.8986  -3.7212  0.9372  -0.1296
H  1.8460  0.3015  2.3910  0.2742
H  2.2893  -2.8955  3.9466  0.0689
Br  -3.8733  2.8792  -2.4108  -0.0029
Br  1.3678  -7.5425  5.4245  -0.0220
Br  0.5665  1.0501  -6.1215  -0.0339
Br  3.8781  -5.5965  5.3768  -0.0128
Br  -0.8576  3.2601  -4.3356  0.0627
H  1.6741  -2.5235  -2.6590  0.4484
H  1.3809  2.2567  -4.1380  0.0187
C  3.8677  7.8559  -6.3568  -0.3018
H  -8.6874  2.4815  0.4799  0.3368
H  3.9160  -2.0349  -3.0151  0.2626

Computed properties:
HOMO energy (eV): -7.882
Net charge: 0
F_max (eV/Å): 2.185
LUMO energy (Eh): -0.0076
DFT total energy (Ha): -71277.33854
Gap between HOMO and LUMO (eV): 7.676

---

Entry from OMol25: a molecular structure, C17H26BrN2NbO5PS in a non-equilibrium geometry (the ωB97M-V functional and the def2-TZVPD basis).

Last column: Mulliken charge in e.
Positions of all 54 atoms, in Å:
H  1.1429  -2.2258  2.6383  0.2326
N  -2.7318  1.9528  1.2337  0.1046
C  -1.8897  4.6966  -1.8745  0.6691
H  -2.2238  1.1423  3.1094  0.4052
H  0.7625  -8.8100  1.1242  0.3335
Nb  1.1586  -4.4672  0.9118  -0.5782
C  -2.4108  1.4977  0.0187  0.1286
H  -3.0890  3.5547  2.4845  0.4918
H  -1.0914  8.3323  -4.7560  0.3797
C  -2.8067  5.6592  -2.2943  -0.6129
O  0.3244  -7.9488  1.1241  -0.5117
H  -2.6392  5.2486  0.7240  0.5241
H  0.1679  -3.4848  3.4397  0.2985
C  -2.8220  3.2727  1.4758  -0.3506
C  -0.8366  -2.1372  2.3318  0.6287
C  -0.9924  7.3018  -5.0862  -0.8666
C  -2.9811  0.9961  2.3444  -0.9676
Br  -1.4413  -1.9065  0.3993  -0.2103
C  -0.3790  5.4933  -3.5474  -0.0830
H  0.5624  5.4809  -4.0775  0.3982
C  -2.1506  2.3795  -1.0138  -0.8037
H  -3.7799  5.7524  -1.8332  0.5150
C  3.9892  -3.2463  1.3383  -0.3880
O  6.8977  -4.9283  1.2543  -0.4746
H  -2.9085  -0.0174  1.9650  0.2194
H  -2.3384  0.4239  -0.1193  0.0401
H  6.0277  -3.9150  -0.2606  0.3819
H  -3.9737  1.1864  2.7453  0.3933
N  -1.2841  6.3987  -3.9482  -0.0109
H  -1.8918  1.9769  -1.9834  0.5181
C  6.1332  -4.1149  0.8264  0.0971
C  -2.4777  6.4936  -3.3347  -0.3419
O  -1.5219  -1.5458  3.0994  -0.4965
C  -0.6554  4.6273  -2.5130  -0.7270
H  -1.6934  7.0945  -5.8905  0.3764
H  3.0512  -7.4870  1.0322  0.3335
H  -0.5208  -5.0186  0.4229  0.1008
C  3.3388  -4.6005  1.4817  -0.8405
H  3.6147  -2.5600  2.1026  0.2083
O  2.6549  -7.5861  1.9082  -0.5586
H  3.3991  -4.9454  2.5226  0.4442
H  1.3928  -3.0812  -0.2529  0.0387
H  0.0215  7.1195  -5.4258  0.2693
H  -3.1524  7.2491  -3.7124  0.4886
C  0.3470  -2.9773  2.4814  -0.6531
H  1.5334  -5.3155  -0.6443  0.0568
P  1.1946  -6.8582  1.9498  0.7378
C  -2.2187  3.7430  -0.7821  0.7554
H  0.0966  3.9110  -2.2125  0.5338
H  3.8157  -5.3528  0.8450  0.4361
H  3.7812  -2.7726  0.3707  0.3441
C  -2.5741  4.1956  0.4892  -0.6440
O  5.4298  -3.2434  1.5714  -0.3402
S  0.6384  -6.6336  3.7962  -0.4233

Computed properties:
HOMO energy (eV): -8.472
Net charge: +1
F_max (eV/Å): 1.609
LUMO energy (Eh): -0.2222
DFT total energy (Ha): -4519.16397
Gap between HOMO and LUMO (eV): 2.424

---

Entry from OMol25: a molecular structure, C17H26BrN4O5PS3V in a non-equilibrium geometry (the ωB97M-V functional and the def2-TZVPD basis).

Last column: Mulliken charge in e.
Positions of all 58 atoms, in Å:
C  -0.0438  -6.0969  -1.2304  -0.7807
S  2.7098  -0.2186  -0.1412  -0.4752
N  0.2074  2.6912  -3.6077  0.2301
H  0.2057  2.4973  -4.5950  0.1736
V  0.2305  -0.1633  -0.1625  0.6524
H  -3.1053  -0.9472  -2.5257  0.3465
H  2.7165  -5.1664  2.2158  0.4080
H  0.9198  5.0549  -0.2603  0.3069
C  4.5591  0.1728  2.7486  -0.1191
H  5.2356  2.1131  2.0919  0.2732
O  -1.4861  -2.2787  1.1477  -0.5500
H  -1.7540  -1.8074  -1.7718  -0.0119
C  -0.5507  -6.5407  1.0741  -0.6344
C  -0.6847  -5.1790  1.2958  0.1944
C  -2.6945  -0.3379  -0.5238  0.9634
S  0.3647  0.1338  2.2883  -0.5456
H  -0.8444  4.9485  -0.3354  0.2877
P  2.2073  -0.4232  1.7877  1.0919
H  -3.4347  -2.1830  -1.3076  0.3609
C  0.1622  3.8954  -1.8676  0.9621
H  -0.3375  2.4093  0.4644  0.3444
Br  -1.1326  -4.6081  3.0545  -0.1084
H  -0.0100  -4.0277  -1.7904  0.4067
C  -0.4795  -4.2604  0.2733  0.5716
H  4.7041  -0.5150  3.5862  0.2621
H  -0.1000  -8.0531  -0.3660  0.3931
N  0.3735  2.0643  -0.1844  -0.6544
H  5.0469  1.9541  3.8465  0.3158
O  3.1661  0.4899  2.6864  -0.3703
N  0.1408  3.9661  -3.1572  -0.8286
N  0.2409  2.5802  -1.4582  0.3976
H  0.2004  -6.4556  -2.2193  0.4033
O  2.6562  -1.8545  2.3707  -0.3130
C  0.0635  5.0332  -0.9319  -1.2257
H  0.0260  5.9563  -1.5012  0.3495
C  5.3639  1.4445  2.9410  -1.3105
H  6.4162  1.1869  3.0290  0.3954
C  -0.6020  -2.7619  0.4506  0.5190
O  0.2501  -2.0993  -0.2245  -0.7984
H  -0.7002  -7.2308  1.8924  0.4339
S  0.2639  0.1395  -2.6409  -0.5184
H  -3.9027  0.9629  0.6649  0.3385
C  -2.7459  -1.3909  -1.5936  -0.8276
O  -1.6567  0.2076  -0.1540  -0.3703
H  1.3099  2.2259  0.2046  0.3658
H  4.8669  -0.3261  1.8220  0.3635
C  -4.0026  0.0264  0.1205  -1.5180
H  1.1487  -3.2230  2.1414  -0.0172
H  2.8377  -4.1570  3.6636  0.3395
C  -0.2251  -6.9957  -0.1914  -0.4956
H  -4.8205  0.0826  -0.5956  0.3968
C  2.2076  -3.1177  1.8973  0.5216
H  -4.2237  -0.7618  0.8420  0.3189
H  4.0809  -4.0531  2.4066  0.3831
C  0.2537  1.7923  -2.5919  0.1830
C  -0.1612  -4.7414  -0.9932  -0.4161
H  2.3313  -3.1668  0.8085  0.2393
C  3.0187  -4.1938  2.5928  -1.6037

Computed properties:
HOMO energy (alpha / beta) (eV): -6.362 / -5.533
Net charge: 0
⟨S²⟩: 0.773
2S+1: 2
F_max (eV/Å): 1.440
LUMO energy (alpha / beta) (Eh): 0.0026 / 0.0025
DFT total energy (Ha): -6312.70151
Gap between HOMO and LUMO (alpha / beta) (eV): 6.434 / 5.602

---

Entry from OMol25: a molecular structure, C17H26GeN3O7STa (the ωB97M-V functional and the def2-TZVPD basis).

Last column: Mulliken charge in e.
Positions of all 56 atoms, in Å:
C  -2.6085  -1.6424  5.1485  -0.7862
H  -2.0732  -4.2170  -2.9910  0.4010
C  1.5013  1.5472  1.8795  -0.3474
O  1.8989  1.9015  2.9793  -0.7408
H  -0.3615  2.4571  1.9567  0.4691
H  1.6808  3.6411  -2.4141  0.4934
C  -1.9979  0.2339  -2.2891  -0.8661
C  1.4108  4.9212  0.6815  -1.3630
H  3.5021  0.0687  -1.1882  0.4653
H  -1.5551  0.9650  -2.9856  0.2658
O  -1.3086  0.1794  -1.1008  -0.6215
H  3.7782  -3.3107  -1.5093  0.3798
H  3.1970  1.4762  0.5990  0.4657
C  -1.1436  3.8627  -0.8880  -1.1643
H  2.9519  -0.0422  1.5329  0.3538
C  -2.5120  -0.7159  4.1484  -0.2213
S  -1.6161  -2.6949  0.8962  -0.4565
H  0.6659  5.4693  1.2611  0.3612
H  -1.0727  4.8180  -1.4129  0.3950
H  2.7127  2.5902  -1.4396  0.3068
C  -0.2043  -3.2402  -2.2663  -0.4317
H  1.8130  5.5877  -0.0851  0.3944
N  0.6406  -2.3462  -2.8783  -0.0080
Ge  0.5883  3.3226  -0.1355  0.6234
H  2.2172  4.6373  1.3596  0.3894
H  -2.0131  -4.3723  3.2308  0.3721
N  -0.9792  -2.8760  -4.2711  0.0104
C  -2.4456  -2.9924  4.8143  -0.0827
C  -2.1744  -3.3439  3.5202  -0.8649
N  -2.2814  -1.0847  2.8772  0.3086
C  0.1483  -2.1432  -4.0705  -0.5001
H  -1.8926  3.9524  -0.0995  0.3666
O  2.2715  -2.5817  0.0267  -0.5230
H  -1.5669  -2.8551  -5.0836  0.1659
O  0.3962  -0.7369  2.1055  -0.9096
H  2.0195  -0.3923  -2.0501  0.2750
C  2.4582  0.7547  0.9766  -0.8634
H  -1.4863  3.0967  -1.5848  0.2059
H  1.2269  1.9439  -2.1612  0.0946
H  -2.5140  -3.7539  5.5810  0.3476
O  3.7212  -2.3591  -1.6733  -0.5081
H  -0.0393  -3.5559  -1.2494  0.5840
C  1.6765  2.8204  -1.6930  -1.0819
H  -3.0468  0.5258  -2.1338  0.3217
O  -2.2621  -0.1200  1.9576  -0.7249
H  0.5417  -1.4698  -4.8150  0.4016
C  2.7766  -1.8959  -0.8089  0.4128
C  2.5323  -0.4297  -1.0889  -0.6390
O  1.7348  0.2270  -0.1443  0.8381
C  0.2780  1.9744  1.2070  -0.1242
C  -1.2171  -3.5777  -3.1121  -0.7331
H  -2.7868  -1.3172  6.1623  0.3824
H  -2.6061  0.3505  4.2828  0.4249
Ta  -0.5251  -0.1402  0.7415  1.5979
H  -2.0029  -0.7401  -2.8010  0.0633
C  -2.0472  -2.3774  2.4980  0.6240

Computed properties:
ΔE to the lowest compared entry with this formula, charge and spin (kcal/mol): 48.8
HOMO energy (alpha / beta) (eV): -2.227 / -4.476
Net charge: -1
⟨S²⟩: 0.753
2S+1: 2
F_max (eV/Å): 0.993
LUMO energy (alpha / beta) (Eh): 0.0969 / 0.0968
DFT total energy (Ha): -3886.54429
Gap between HOMO and LUMO (alpha / beta) (eV): 4.863 / 7.110